38
Properties=species:S:1:pos:R:3 method="wB97M-V/def2-TZVPD" largest_force_ha_per_bohr=0.0647 homo_lumo_gap_ev=7.23 total_charge=+2 homo_energy_ev=-14.8041
H -4.81245 -3.25320 1.40918
C -2.72334 -1.49418 -0.51458
H -2.64508 -2.23044 1.59767
H -5.54325 -1.83597 -2.58725
C 1.93417 1.99072 -1.59147
H -3.25704 -0.88033 -2.55375
C -4.84958 -1.92546 -1.70540
C 3.78883 0.43171 -1.45511
H 1.73497 0.80364 4.89478
C -4.42775 -2.72137 0.54362
C 1.99416 0.91103 3.83929
H 3.08581 0.81300 3.74501
N 0.25720 0.56399 -1.25567
C 0.55042 1.79645 -1.57590
H 5.71445 1.43980 -1.64159
O 1.73407 -0.87828 2.19955
C 4.13402 2.85497 -2.05910
C 2.79741 3.03761 -1.96778
O 1.45092 -0.21503 -1.19254
H -0.29380 2.43103 -1.92933
H -6.15396 -3.16907 -0.51350
H 4.18284 -0.55445 -1.32355
C 1.14932 -0.07362 2.99538
N -0.96583 -0.04008 -1.42471
C -3.15399 -2.16000 0.67016
H -0.74950 -0.50341 2.47527
Sn 1.10785 -2.26728 0.58223
C -5.22445 -2.63149 -0.55194
H 4.79721 3.51725 -2.55085
O -0.58962 -1.20201 0.51457
C 2.41673 0.70118 -1.36457
N -0.15495 -0.02489 3.11974
C -3.52761 -1.44811 -1.70165
C -1.39311 -0.84354 -0.48420
C 4.61028 1.57128 -1.70339
H -0.61414 0.54967 3.76766
H 2.38536 4.03608 -2.13135
I 1.25347 2.90278 3.42507

=====

14
Properties=species:S:1:pos:R:3 method="wB97M-V/def2-TZVPD" largest_force_ha_per_bohr=0.1034 homo_lumo_gap_ev=8.86 total_charge=0 smiles="C1=NN[C@H]2C[C@H]2N1" homo_energy_ev=-8.0225 relative_energy_kj_mol=271.5
N 0.28358 -1.28855 -0.30023
N 1.56113 0.63078 0.10242
C 1.45033 -0.59867 -0.09054
H -1.10367 -1.21406 1.33946
H -1.70232 -0.05365 -1.47442
C -1.84156 -0.00990 -0.40272
H 0.49667 -2.29552 0.20961
H 0.57431 2.30766 -0.36031
H -1.23463 1.35731 1.20504
C -0.78254 0.76603 0.38805
N 0.39290 1.30858 -0.21216
H -2.84114 0.11146 -0.07090
C -0.85534 -0.75566 0.39769
H 2.32217 -1.17963 0.26652

=====

84
Properties=species:S:1:pos:R:3 method="wB97M-V/def2-TZVPD" largest_force_ha_per_bohr=0.0242 homo_lumo_gap_ev=9.08 total_charge=0 homo_energy_ev=-9.5050 relative_energy_kj_mol=285.8
H 24.83194 5.00079 -25.57646
H 18.97918 9.59019 -24.01069
O 17.79810 5.37303 -25.31565
H 17.35504 7.76407 -23.10791
O 22.62108 7.89581 -26.59972
O 15.30489 1.00435 -28.09998
H 21.78340 7.48148 -28.39397
H 14.61943 8.01037 -23.29740
O 17.98794 2.50076 -24.77046
H 23.51539 7.62572 -26.39117
H 19.85042 2.36717 -26.52850
O 13.26060 6.59052 -27.03869
H 18.88224 4.01744 -21.55569
H 18.74687 5.43651 -25.42532
H 16.74181 9.14792 -23.07943
O 13.40400 3.82418 -28.00888
O 15.86283 3.66582 -22.12976
H 17.27752 2.48526 -25.41178
H 14.88715 1.51712 -26.34287
H 16.77260 3.38669 -22.02657
H 21.99276 7.33912 -23.75082
H 22.31066 8.33140 -25.80592
O 24.07337 5.04954 -26.15821
H 19.50511 8.81281 -21.43210
H 13.70162 5.74107 -27.05210
H 17.52690 3.41177 -30.22905
H 19.47034 5.86510 -21.54991
O 16.40245 6.02596 -23.26714
O 16.76322 3.87299 -30.57590
H 17.94176 0.52746 -29.40641
H 18.74934 9.03220 -27.36044
O 17.77089 1.40611 -29.06728
O 18.54944 3.22298 -21.13817
O 20.08461 1.87701 -27.31661
H 17.00254 5.68232 -23.92899
H 22.92616 6.42627 -22.98444
O 19.63893 10.14191 -24.43089
H 20.43220 5.84331 -22.71878
H 21.01470 2.93289 -24.74100
O 12.84723 6.34461 -23.99985
H 14.13160 9.20133 -24.09460
O 21.95354 2.95791 -22.06178
H 19.38994 10.15214 -25.35508
H 22.09474 3.70903 -24.01780
H 21.37401 3.61849 -21.68230
H 18.10589 3.42826 -24.56535
H 14.74412 3.99209 -23.64660
H 19.42593 6.86162 -28.06696
H 20.22387 0.98116 -27.00954
H 15.31040 0.06667 -28.29223
H 16.32876 3.23012 -31.13644
H 12.74511 3.29503 -27.55934
H 16.22717 5.28103 -22.69218
H 18.20361 7.31808 -28.83471
H 13.98727 3.18473 -28.41768
O 19.77124 5.31403 -22.27242
O 21.82570 3.41915 -24.88947
O 17.55725 8.68515 -23.27215
H 13.96639 1.00481 -25.25585
H 19.18384 3.03102 -20.44757
H 18.55892 1.62964 -28.57202
H 15.35438 3.00581 -21.65847
H 13.40741 5.61936 -23.72335
O 19.72235 7.88721 -21.32118
H 13.63693 4.42787 -30.47824
O 21.27859 7.22899 -29.16705
H 17.44996 5.41948 -26.20609
H 23.41003 4.50547 -25.73371
H 16.02541 1.36019 -28.62003
H 12.08965 5.92197 -24.40440
O 18.47228 6.91848 -28.00745
H 22.75878 3.02157 -21.54819
O 18.99974 9.93254 -27.15320
H 19.82122 10.06793 -27.62551
H 15.07321 4.90055 -30.40380
H 13.68490 7.07001 -26.32715
O 14.37881 1.80379 -25.58416
O 14.01234 3.99134 -24.26362
H 21.54391 7.85413 -29.84162
H 14.15295 3.21231 -24.80174
H 20.38829 7.87772 -20.63368
O 14.66256 8.96591 -23.33376
O 14.18448 5.20548 -30.58656
O 22.14377 6.41869 -23.53581

=====

14
Properties=species:S:1:pos:R:3 method="wB97M-V/def2-TZVPD" largest_force_ha_per_bohr=0.0389 homo_lumo_gap_ev=9.76 total_charge=0 homo_energy_ev=-8.7526 relative_energy_kj_mol=525.9
O -1.87082 0.31325 0.55447
H -2.36851 1.19186 -1.77530
C -1.29383 1.15550 -1.31856
H 2.44588 -0.23361 -0.64768
C 1.92225 -1.03648 -0.13454
H -2.08255 -0.92065 -1.18443
C -1.10656 1.53882 0.15473
H 1.63738 -2.13353 1.65013
H 2.88158 -0.76825 1.73054
C 2.15495 -1.32360 1.14178
H 1.20510 -1.60088 -0.72627
H -0.10320 1.31556 0.54759
C -1.82169 0.03071 -0.75221
H -1.45901 2.48183 0.56795

=====

Copy entry 2 word for word.
14
Properties=species:S:1:pos:R:3 method="wB97M-V/def2-TZVPD" largest_force_ha_per_bohr=0.1034 homo_lumo_gap_ev=8.86 total_charge=0 smiles="C1=NN[C@H]2C[C@H]2N1" homo_energy_ev=-8.0225 relative_energy_kj_mol=271.5
N 0.28358 -1.28855 -0.30023
N 1.56113 0.63078 0.10242
C 1.45033 -0.59867 -0.09054
H -1.10367 -1.21406 1.33946
H -1.70232 -0.05365 -1.47442
C -1.84156 -0.00990 -0.40272
H 0.49667 -2.29552 0.20961
H 0.57431 2.30766 -0.36031
H -1.23463 1.35731 1.20504
C -0.78254 0.76603 0.38805
N 0.39290 1.30858 -0.21216
H -2.84114 0.11146 -0.07090
C -0.85534 -0.75566 0.39769
H 2.32217 -1.17963 0.26652